The following is a quantum chemistry calculation of 13 unconnected molecules or ions with the total composition C42H85BCl26NO2S in a non-equilibrium geometry, from OMol25.

Calculated values
HOMO-LUMO gap = 0.215 Ha
F_max = 1.55 eV Å⁻¹
energy = -387618.5536 eV
charge = -1

Last column: Mulliken charge in e.
Atoms and positions in Å:
Cl (2.221, -12.077, 5.801)  -0.192
Cl (-6.239, -7.946, 3.116)  -0.211
Cl (-8.685, 9.222, 1.188)  -0.199
Cl (3.615, -4.843, -3.089)  -0.161
Cl (1.042, 0.525, 3.280)  0.025
Cl (0.534, -4.456, -4.571)  -0.151
Cl (0.360, 9.299, -6.519)  -0.134
Cl (-1.862, -0.191, 2.333)  -0.072
Cl (-5.426, -11.350, -1.277)  -0.167
Cl (5.309, 2.817, -2.348)  -0.272
Cl (-5.955, 8.709, 3.216)  -0.184
Cl (-1.425, -6.564, 3.027)  -0.248
Cl (-2.392, -12.185, 0.019)  -0.178
Cl (-2.850, 11.322, -6.531)  -0.213
Cl (2.899, 7.704, -1.252)  -0.262
Cl (1.041, 1.196, 6.527)  -0.176
Cl (0.560, 10.830, -3.449)  -0.112
Cl (-4.745, 11.703, -3.719)  -0.212
Cl (1.560, -9.330, 7.685)  -0.168
Cl (-4.325, 0.949, 0.261)  -0.187
Cl (-2.473, 8.895, 1.268)  -0.167
Cl (3.953, -3.542, 6.397)  -0.147
Cl (-1.192, 11.659, 0.226)  -0.188
Cl (4.118, -0.571, 4.654)  -0.110
Cl (-3.655, -10.152, 3.302)  -0.213
Cl (1.598, -7.243, 4.400)  -0.173
S (3.767, 4.583, -4.862)  -0.320
O (1.645, 3.526, -3.506)  -0.770
O (3.368, 1.923, -3.927)  -0.695
N (0.188, 3.035, -5.872)  -0.062
C (-4.413, -9.509, 1.815)  -0.395
C (0.264, -2.897, 4.436)  0.646
C (-2.906, 10.231, -5.117)  -0.229
C (-3.619, -0.389, 2.536)  -0.644
C (1.281, 2.386, 5.218)  -0.399
C (1.953, -5.317, -5.218)  -0.525
C (5.047, -1.030, 6.101)  -0.575
C (-3.894, -13.138, 0.116)  -0.473
C (-4.868, -8.084, 1.982)  -0.108
C (0.192, -1.958, -2.022)  -0.590
C (-7.282, 10.296, 1.414)  -0.434
C (-4.337, -0.548, 1.222)  -0.391
C (2.889, 5.161, -2.203)  -1.291
C (0.855, 10.974, -6.161)  -0.452
C (-5.994, 9.549, 1.646)  -0.386
C (1.614, 11.076, -4.861)  -0.598
C (1.183, -3.060, 1.262)  -0.153
C (1.297, -4.076, 2.436)  0.041
C (-0.075, -3.119, 0.370)  -0.074
C (3.231, -10.614, 5.955)  -0.279
C (1.552, -3.412, 3.795)  0.075
C (1.401, 2.193, -5.706)  -1.109
C (5.390, -2.504, 6.141)  -0.505
C (2.057, -0.276, -3.050)  -0.611
C (-4.744, -12.989, -1.120)  -0.418
C (-4.277, 10.167, -4.500)  -0.474
C (0.163, 3.853, -7.069)  -0.930
C (3.164, -10.017, 7.337)  -0.445
C (-0.931, 8.989, 0.367)  -0.377
C (2.025, 7.091, -3.752)  -0.797
C (0.139, -8.271, 4.472)  -0.368
C (3.032, 6.587, -2.724)  0.236
C (3.593, 2.727, -2.855)  -0.068
C (-0.220, 10.263, 0.771)  -0.447
C (2.885, 4.057, -3.275)  0.545
C (1.579, -1.697, -2.658)  0.011
C (0.497, -2.266, 5.839)  -0.937
C (-0.684, -8.175, 3.216)  0.112
C (0.274, -3.240, -1.136)  -0.770
C (1.065, 0.846, -3.384)  -0.543
C (2.770, -5.995, -4.147)  -0.490
C (0.448, 2.024, 4.020)  -0.757
B (1.882, 2.121, -4.120)  1.498
H (-3.602, -14.179, 0.237)  0.357
H (0.513, 1.142, -2.481)  0.047
H (-4.431, -12.821, 1.008)  0.288
H (-1.500, -8.896, 3.252)  -0.225
H (-0.533, -2.127, -2.819)  0.262
H (4.256, -10.909, 5.733)  0.344
H (2.491, 6.966, -4.729)  0.355
H (-0.155, -1.121, -1.408)  0.407
H (-0.420, -3.742, 4.554)  0.228
H (-4.172, -13.200, -2.020)  0.319
H (-2.161, 10.576, -4.404)  0.128
H (-5.584, -13.680, -1.068)  0.288
H (4.043, 6.745, -3.085)  0.426
H (2.341, 2.413, 4.974)  0.272
H (2.357, -2.139, -2.037)  0.304
H (2.903, -9.899, 5.204)  0.106
H (1.553, -2.275, 6.101)  0.125
H (1.103, 6.511, -3.798)  0.254
H (2.031, 12.077, -4.755)  0.351
H (-5.815, 8.810, 0.868)  0.325
H (1.584, -2.256, -3.602)  -0.148
H (-0.082, -8.368, 2.330)  0.343
H (6.063, -2.695, 6.976)  0.357
H (-3.888, -1.336, 0.622)  0.256
H (-0.336, 8.106, 0.595)  0.335
H (-5.036, 9.927, -5.241)  0.344
H (1.501, 11.278, -6.983)  0.348
H (5.965, -0.444, 6.085)  0.398
H (-3.992, 0.465, 3.096)  0.368
H (2.177, 2.647, -6.333)  0.315
H (-0.642, 2.464, -5.813)  0.215
H (0.472, -9.298, 4.615)  0.215
H (2.547, -4.601, -5.780)  0.334
H (2.709, 0.089, -2.251)  0.082
H (-0.595, 1.875, 4.289)  0.273
H (-0.029, 11.607, -6.160)  0.245
H (-0.630, -2.202, 0.572)  -0.247
H (-5.207, -7.699, 1.022)  0.332
H (2.135, -4.736, 2.199)  0.307
H (1.198, 1.194, -6.124)  0.252
H (2.707, -0.425, -3.913)  0.127
H (0.767, 10.323, 0.314)  0.256
H (1.850, 8.157, -3.650)  0.062
H (3.768, 4.975, -1.577)  0.333
H (0.503, 4.873, -6.851)  0.156
H (1.989, -4.160, 4.463)  0.025
H (-3.763, -1.288, 3.135)  0.269
H (0.772, 3.452, -7.892)  0.294
H (-7.192, 10.891, 0.507)  0.295
H (-2.614, 9.244, -5.470)  0.324
H (1.298, -3.602, -1.171)  0.235
H (-0.105, 10.330, 1.850)  0.383
H (-5.379, -0.804, 1.411)  0.340
H (2.263, -2.592, 3.671)  -0.103
H (3.008, 2.391, -1.985)  0.218
H (2.147, -6.630, -3.521)  0.298
H (2.025, 5.094, -1.544)  0.400
H (0.130, -1.234, 5.937)  0.059
H (0.502, 2.806, 3.264)  0.390
H (-0.433, -7.968, 5.346)  0.286
H (-0.724, -3.960, 0.629)  0.345
H (-5.167, 10.258, 1.645)  0.253
H (-4.064, -7.450, 2.350)  0.035
H (2.426, 10.353, -4.820)  0.340
H (-0.049, -2.871, 6.568)  0.351
H (-0.865, 3.959, -7.435)  0.378
H (-3.664, -9.569, 1.027)  0.227
H (4.467, -0.742, 6.976)  0.287
H (0.984, 3.361, 5.601)  0.371
H (3.536, -6.610, -4.619)  0.347
H (0.307, 0.439, -4.067)  0.199
H (-0.337, -4.037, -1.570)  0.490
H (1.258, -2.060, 1.695)  -0.069
H (5.874, -2.824, 5.222)  0.304
H (0.392, -4.687, 2.508)  -0.510
H (-1.157, 8.981, -0.695)  0.196
H (-0.182, -2.142, 3.791)  -0.359
H (3.883, -9.203, 7.411)  0.274
H (1.573, -6.074, -5.904)  0.348
H (-4.288, 9.401, -3.727)  0.327
H (2.076, -3.215, 0.655)  0.411
H (4.992, 4.671, -4.328)  0.105
H (-7.506, 10.959, 2.246)  0.329
H (-5.240, -10.165, 1.554)  0.322
H (3.387, -10.752, 8.106)  0.364